w) A cluster of 2 separate species, C6H9N2 in total. Source: the OMol25 dataset; level of theory: ωB97M-V/def2-TZVPD.

Properties
LUMO energy, hartree: -0.12257
HOMO, Eh: -0.5479
Net charge: +1

Each line ends with the Löwdin charge.
Atoms and positions in Å:
H  -3.73168  2.42125  0.52439  0.040
C  -1.68550  -2.17670  -0.01473  -0.044
C  1.09957  1.55870  -0.00992  -0.073
N  -2.18650  0.96242  0.24151  0.097
H  2.90499  1.03100  0.93328  0.096
C  1.40024  0.06247  -0.23117  -0.163
N  -0.54044  -1.53312  -0.27401  0.146
H  2.22581  -0.22242  -0.84060  0.152
H  -2.02454  -2.45731  -0.96799  0.103
H  1.46497  2.21998  -0.70100  0.096
H  0.08029  1.78042  0.13893  0.063
C  -3.01624  1.73307  0.38428  0.035
C  1.87097  0.89293  1.05737  0.002
H  -1.61704  -3.07064  0.58896  0.122
C  0.32138  -0.75499  -0.27134  0.076
H  -2.35992  -1.43557  0.38543  0.085
H  1.40220  0.66915  2.10007  0.165

x) The ion C6H9N2 with charge +1. Source: the OMol25 dataset; level of theory: ωB97M-V/def2-TZVPD.

Properties
LUMO energy (alpha / beta), hartree: -0.13236 / -0.13236
HOMO (alpha / beta), Eh: -0.4667 / -0.4667
SMILES: CC[n+]1c[nH]c2c1C2
Net charge: +1

Each line ends with the Löwdin charge.
Atoms and positions in Å:
H  2.00190  -0.85173  1.40574  0.108
H  -2.05825  -2.00916  1.37890  0.127
H  1.79633  1.06755  -1.14810  0.177
N  0.09453  0.03400  -0.42271  -0.060
H  1.85351  -0.74594  -1.08251  0.092
C  1.54524  0.06610  -0.55012  -0.154
C  -0.60208  -0.53379  0.51423  0.042
C  -0.71614  0.66072  -1.38463  -0.001
H  -2.68284  0.90992  -1.63328  0.145
C  -1.87276  -0.92084  1.23978  -0.024
H  -2.19528  -0.22719  2.14349  0.159
C  -2.22398  -0.34181  -0.08127  0.019
H  3.35500  0.26624  0.75910  0.091
H  -0.36524  1.08488  -2.26366  0.123
H  1.85751  0.99037  1.39694  0.080
N  -2.04675  0.42291  -1.11551  0.133
C  2.25929  0.12778  0.84362  -0.057

y) The ion C6H9N2 with charge +1. Source: the OMol25 dataset; level of theory: ωB97M-V/def2-TZVPD.

Properties
LUMO energy, hartree: -0.16923
HOMO, Eh: -0.4790
SMILES: C=C1C=CC=N[C@@H]1[NH3+]
Net charge: +1

Each line ends with the Löwdin charge.
Atoms and positions in Å:
H  -1.78268  0.99232  1.01996  0.153
H  3.03454  -1.23699  0.18128  0.123
H  -2.21339  1.77421  -0.20324  0.155
H  0.86293  -2.43508  0.36828  0.098
H  -0.48450  0.90338  -1.44177  0.152
C  2.03858  0.70678  -0.07609  -0.105
H  -1.63612  -2.41786  0.38882  0.081
H  -0.81600  2.39293  0.58848  0.166
N  0.96163  1.33373  -0.22911  0.055
C  -0.36849  -0.83459  -0.04819  -0.214
H  -2.47671  -1.05446  -0.52423  0.080
C  0.92007  -1.44505  0.13193  -0.023
C  -0.23976  0.67925  -0.43413  -0.236
C  -1.56784  -1.46611  -0.10198  0.116
N  -1.35515  1.56793  0.28801  0.246
H  3.05913  1.28324  0.01891  0.168
C  2.06376  -0.74362  0.07305  -0.016

Which structure wins on stability? y) wins.

w) The ion C6H9N2 with charge +1. Source: the OMol25 dataset; level of theory: ωB97M-V/def2-TZVPD.

Properties
LUMO energy, hartree: -0.19531
HOMO, Eh: -0.4985
SMILES: N[C@H]1C=CC=CC1=[NH2+]
Net charge: +1

Each line ends with the Löwdin charge.
Atoms and positions in Å:
C  -0.48322  0.64260  0.73118  -0.209
H  0.42260  1.29517  2.51634  0.077
N  0.24336  -1.88543  1.33047  0.217
H  -1.05663  2.34934  -0.54787  0.118
H  1.08557  -2.25266  -1.14548  0.097
C  0.58763  -1.36339  -0.98953  0.028
H  0.43549  -0.66972  -2.86595  0.102
C  -0.29138  0.82500  -1.75362  -0.060
H  0.36557  -2.84761  1.20092  0.128
H  -0.34143  1.28186  -2.68773  0.111
N  -0.01777  1.61888  1.69124  0.075
C  0.19195  -1.02216  0.37064  -0.065
C  0.32166  -0.36915  -1.90264  -0.038
H  -1.46671  0.35545  1.10100  0.147
H  -0.02265  -1.50122  2.23076  0.145
C  -0.69610  1.36087  -0.57271  0.032
H  0.72207  2.18216  1.29299  0.096

x) A cluster of 2 separate species, C6H9N2 in total. Source: the OMol25 dataset; level of theory: ωB97M-V/def2-TZVPD.

Properties
LUMO energy, hartree: -0.18037
HOMO, Eh: -0.4445
Net charge: +1

Each line ends with the Löwdin charge.
Atoms and positions in Å:
C  2.47618  0.17672  -0.65453  -0.080
H  -1.68865  -0.39124  0.18293  0.004
H  -0.34379  2.42275  1.55201  0.055
C  -2.29302  -1.20177  0.14137  0.149
H  1.14983  0.11266  -2.31325  0.157
H  -2.83072  -0.93863  -1.75120  0.201
N  1.22839  0.20714  -1.28706  -0.023
C  0.79727  0.81765  0.69218  -0.303
H  -2.37913  -1.83471  0.96372  0.115
H  -3.46901  -2.34382  -1.05983  0.130
C  2.23623  0.35235  0.63526  -0.024
H  1.09065  1.75201  2.52179  0.097
C  0.15641  0.38789  -0.57768  -0.043
H  3.38648  -0.02717  -1.20889  0.128
H  2.86458  0.35085  1.47443  0.099
N  -2.85079  -1.60564  -0.90638  0.215
C  0.46909  1.76295  1.59513  0.124

Which structure wins on stability? w) wins.